Entry 1:
The following is a quantum chemistry calculation of C5H7NO2 in the gas phase, from OMol25.

```
15
C5H7NO2 wB97M-V/def2-TZVPD
C 0.7549 2.0322 -0.1681
C 0.5373 -0.2985 0.0270
C -0.2464 1.1444 -0.0368
C 1.8530 0.0913 0.0037
C -0.1983 -1.5210 -0.1663
N -1.5788 1.1462 -0.0004
O 2.0212 1.4685 0.0499
O 2.9728 -0.6052 -0.1482
H 0.6128 3.0942 -0.1016
H -0.7742 -1.5537 -1.0528
H 0.4488 -2.3939 -0.0148
H -0.7598 -1.6295 0.8221
H -1.9212 0.2115 0.3431
H -1.8448 2.0710 0.2730
H 3.6273 -0.0436 0.2649
```

Output
Total charge ... 0

=====

Entry 2:
The following is a quantum chemistry calculation of 2 unconnected molecules or ions with the total composition C8H13N3OS, from OMol25.

```
26
C8H13N3OS wB97M-V/def2-TZVPD
C -0.8060 0.0813 0.6499
C -0.7413 0.2799 -0.7295
C 0.5223 0.5794 -1.3282
C -0.2976 -0.6662 3.0812
C 1.2452 0.9599 0.8807
C 2.1361 0.8742 -3.3198
C -0.9680 -1.6401 4.9879
C -1.9354 0.0161 -1.7535
N 1.4298 1.0477 -0.4253
N 0.2262 0.3703 1.4478
N 0.8826 0.5032 -2.5967
O -1.4076 -0.7967 -2.7620
S -0.1569 -0.0316 4.4759
H -1.6175 -0.4919 1.0850
H 1.9776 1.4150 1.6014
H 2.8747 0.0130 -3.3559
H 2.6127 1.7001 -2.7942
H 1.7608 1.1451 -4.2942
H -1.7623 -1.8653 4.2967
H -1.3013 -1.2980 5.9051
H -0.1983 -2.2796 5.0093
H -2.1417 0.9383 -2.1725
H -2.9147 -0.4275 -1.1643
H 2.3086 1.3512 -0.6680
H 0.2839 -0.1948 -3.0234
H -2.0118 -1.5831 -3.0332
```

Output
Total charge ... +2
Multiplicity ... 3
<S²> ... 2.040

=====

Entry 3:
The following is a quantum chemistry calculation of a molecular structure, C25H49AlCaCl5Cs2F6IN5O17P4S2, from OMol25.

```
118
C25H49AlCaCl5Cs2F6IN5O17P4S2 wB97M-V/def2-TZVPD
O 0.6807 -0.2460 0.5357
C 0.5368 -1.0591 1.4603
O -0.0002 -0.8342 2.5349
N 1.1387 -2.4338 1.2639
C 2.4494 -2.6259 1.8591
C 3.5622 -1.9050 1.0680
C 3.8348 -0.4228 1.5269
C 4.2578 0.4796 0.3442
S 5.4415 -0.3106 -0.8557
C 6.6629 -1.4170 0.0322
N 7.7333 -1.1623 0.9358
N 8.1801 -2.4234 1.1740
C 7.4955 -3.2974 0.5372
O 6.5170 -2.7096 -0.2187
C 0.5276 -3.3563 0.6438
N -0.7500 -3.1101 0.1115
C -0.9331 -3.6690 -1.2383
C -2.2521 -4.4700 -1.3894
C -3.4948 -3.6996 -0.8573
C -4.6890 -4.6376 -0.5605
C -5.0610 -4.7310 0.9528
O -4.0259 -4.3130 1.8466
P -1.2231 -2.1192 -2.3716
O 0.3186 -1.7338 -2.8641
I -2.2431 -0.2936 -1.0807
O 0.1712 -4.3003 -1.8240
C 1.0213 -5.0396 -0.9864
C 2.4827 -4.7093 -1.5338
C 3.6030 -5.1218 -0.5574
F 4.5806 -5.8121 -1.3287
P 0.8274 -6.8476 -1.4095
O -0.4592 -7.4365 -1.0608
O 2.0997 -7.7342 -0.9081
O 0.9480 -6.8631 -3.0449
N 1.0561 -4.6896 0.4471
P 0.2189 -5.7207 1.5756
O 0.9154 -7.1492 1.7871
O -1.3357 -5.9133 1.2991
S 0.3625 -4.8304 3.3097
H 2.6695 -3.6839 2.0584
H 2.4041 -2.1652 2.8669
H 4.4912 -2.4733 1.2610
H 3.3103 -1.9727 -0.0047
H 4.6956 -0.4628 2.2772
H 2.9434 0.0157 2.0732
H 4.7238 1.3976 0.7564
H 3.3314 0.6923 -0.2267
H 7.5962 -4.3777 0.5314
H -1.4432 -3.4401 0.7885
H -2.3974 -4.5520 -2.4865
H -2.1618 -5.5026 -1.0196
H -3.8143 -3.0346 -1.6856
H -3.2618 -3.0097 -0.0297
H -5.5719 -4.2263 -1.0830
H -4.5019 -5.6163 -1.0323
H -5.2464 -5.7984 1.1742
H -6.0288 -4.2280 1.1187
H -4.2515 -3.4048 2.0825
H 0.6000 -0.8770 -2.5043
H 2.6414 -5.1191 -2.5405
H 2.4916 -3.6079 -1.6522
H 4.1347 -4.2411 -0.1664
H 3.3003 -5.8322 0.2239
H 2.8579 -7.5454 -1.4891
H 1.3310 -7.7119 -3.3098
H 0.2416 -7.8593 1.6833
H -1.8451 -5.6568 2.0988
Cl 5.1571 -2.4572 -2.5691
Ca 7.3050 1.0026 -0.0361
F -5.9208 0.9056 -2.5483
Al -6.9094 -0.1589 -1.5712
F -6.1965 -1.7197 -1.5646
F -8.4762 -0.2434 -2.2484
F -6.9832 0.4479 0.0199
O -2.6693 -8.2482 2.5661
H -2.2973 -7.8065 1.8028
C -10.8723 2.0674 0.4536
Cl -10.3195 2.0240 2.1362
Cl -9.9053 0.9652 -0.5192
Cl -12.5806 1.5870 0.3829
Cl -10.7034 3.7181 -0.1764
O 3.9536 6.8351 -0.5703
P 4.3916 7.0040 0.8490
O 5.8799 6.3042 0.8220
C 6.8785 6.8145 -0.0497
C 7.4718 8.1091 0.4770
O 3.5413 5.7927 1.5467
C 2.3973 5.2271 0.9074
C 2.7828 3.9795 0.1402
O 4.6364 7.5958 2.3977
C 4.6456 9.0103 2.6207
C 3.6019 9.7535 1.8118
H 6.4775 6.9540 -1.0571
H 7.6597 6.0552 -0.1107
H 6.7357 8.9188 0.4272
H 8.3391 8.4075 -0.1142
H 7.7753 7.9997 1.5191
H 1.9065 5.9564 0.2636
H 1.6870 4.9654 1.6940
H 3.6062 4.1687 -0.5505
H 1.9338 3.5963 -0.4298
H 3.1224 3.2013 0.8247
H 5.6456 9.4048 2.4183
H 4.4531 9.1614 3.6843
H 3.8311 9.7106 0.7400
H 3.5679 10.8039 2.1023
H 2.6133 9.3135 1.9554
Cs -3.4497 0.5349 -3.4511
C -11.7913 6.3717 -2.5915
C -11.6444 7.8150 -3.1234
O -10.5681 7.9624 -3.7343
H -10.9947 6.1116 -1.8968
H -12.7393 6.2665 -2.0562
H -11.7910 5.6519 -3.4092
H -11.7862 8.5400 -2.0966
H -12.5671 8.0602 -3.7027
Cs 5.4201 -0.3857 4.0210
F -10.6482 8.9065 -1.3267
```

Output
Total charge ... -1

=====

Entry 4:
The following is a quantum chemistry calculation of 2 unconnected molecules or ions with the total composition C32H37N4, from OMol25.

```
73
C32H37N4 wB97M-V/def2-TZVPD
C 4.0937 -2.7396 1.5388
C 5.2657 -1.8048 1.2499
N 4.9214 -0.4367 1.5067
C 5.8868 0.6280 1.6355
C 5.0215 1.8926 1.8751
C 3.6078 1.4014 1.8196
C 2.3783 1.9910 1.9847
C 1.1800 1.1807 1.8971
C -0.0469 1.7268 2.3460
C -1.3383 1.1269 2.2450
C -2.4803 1.9502 1.9341
C -3.7158 1.3631 1.7549
C -3.8108 -0.0408 1.8417
N -5.0831 -0.4608 1.6579
C -5.4874 -1.8152 1.9152
C -4.3320 -2.7832 1.6614
C -3.0144 -2.3482 2.3180
C -2.7450 -0.8877 2.1804
C -1.5289 -0.2721 2.4250
C -6.0104 0.6460 1.5728
C -5.0866 1.8887 1.4738
C 1.2927 -0.1579 1.3923
C 2.5221 -0.7866 1.3362
C 3.6484 0.0110 1.5751
C 2.7514 -2.2223 1.0018
H 4.2989 -3.7221 1.1092
H 4.0096 -2.8725 2.6232
H 6.1242 -2.0633 1.8837
H 5.5972 -1.9364 0.2013
H 6.5723 0.4299 2.4727
H 6.5078 0.7273 0.7314
H 5.2816 2.3480 2.8394
H 5.2181 2.6449 1.1025
H 2.3006 3.0530 2.2422
H -0.0063 2.7893 2.5499
H -2.3706 3.0383 1.9188
H -5.8198 -1.9117 2.9679
H -6.3461 -2.0495 1.2734
H -4.6080 -3.7764 2.0248
H -4.1620 -2.8630 0.5821
H -3.0206 -2.6274 3.3812
H -2.1808 -2.8965 1.8689
H -0.7145 -0.8673 2.8542
H -6.6820 0.5411 0.7082
H -6.6459 0.6876 2.4755
H -5.4072 2.6636 2.1786
H -5.1593 2.3236 0.4666
H 0.4067 -0.7545 1.1547
H 2.7127 -2.3346 -0.0920
H 1.9341 -2.8316 1.4018
C 0.7549 8.8639 7.3841
C -0.6348 8.7626 8.0223
C -1.0376 7.2754 7.9821
N 0.0065 6.6003 7.2379
C -0.0954 5.3023 6.7746
C -0.0065 5.0503 5.3891
C -0.1430 3.7409 4.9231
N -0.1931 2.6663 5.7094
C -0.2153 2.8885 7.0429
C -0.2598 4.1693 7.6180
C 1.0787 7.4722 6.8132
H 0.7787 9.6046 6.5799
H 1.5114 9.1219 8.1310
H -0.6346 9.1180 9.0545
H -1.3601 9.3417 7.4417
H -1.1209 6.8360 8.9918
H -2.0280 7.1468 7.5088
H 0.0972 5.8689 4.6755
H -0.1923 3.5975 3.8528
H -0.2018 2.0069 7.6907
H -0.3400 4.2911 8.6984
H 1.1884 7.4918 5.7189
H 2.0371 7.0923 7.2025
```

Output
Total charge ... +1

=====

Entry 5:
The following is a quantum chemistry calculation of C2N2O in the gas phase, from OMol25.

```
5
C2N2O wB97M-V/def2-TZVPD
C -0.6492 -0.2134 -0.7530
C -0.7022 0.8136 0.2302
N -0.0218 -1.1052 -1.1144
N 1.3048 -0.0520 1.0289
O 0.3346 0.5225 0.7941
```

Output
Total charge ... 0

=====

Entry 6:
The following is a quantum chemistry calculation of a gas-phase ion, C4H10NO2 (charge +1), from OMol25.

```
17
C4H10NO2 wB97M-V/def2-TZVPD
C 0.7775 -1.2927 -0.3727
C 1.1809 0.0392 0.4188
C 0.5562 1.3548 -0.1998
C -0.8896 1.3688 0.0708
O -1.4024 2.5098 -0.4185
O -1.6004 0.6805 0.7711
N -0.5230 -1.9177 0.1604
H 0.5324 -1.1617 -1.4383
H 1.5557 -2.0643 -0.2440
H 2.2602 0.2280 0.5115
H 0.7492 0.1439 1.5051
H 0.9389 1.3440 -1.2642
H 0.8640 2.3336 0.2357
H -2.4510 2.7139 -0.4092
H -1.2190 -1.1495 0.3192
H -0.9248 -2.5727 -0.6283
H -0.4048 -2.5578 0.9824
```

Output
Total charge ... +1

=====

Entry 7:
The following is a quantum chemistry calculation of a molecular structure, C29H22Cl3N4O2PdSTe, from OMol25.

```
63
C29H22Cl3N4O2PdSTe wB97M-V/def2-TZVPD
Pd 0.1083 0.3300 -0.4548
C 1.1372 4.7769 -0.3561
O -0.2682 4.5341 -0.6374
C -0.5126 3.2958 -0.1533
N 0.4218 2.6584 0.4071
C 1.6189 3.4864 0.3426
C 2.7941 2.7458 -0.3867
C 2.3810 2.4966 -1.8308
C 3.0897 1.8565 -2.7759
C 4.3948 1.2281 -2.6542
C 6.2868 5.0579 -0.9965
C 3.9411 3.7217 -0.1555
C -1.8784 2.7493 -0.3034
C -2.9637 3.5329 -0.6632
C -4.2100 2.9291 -0.7391
C -4.3257 1.5808 -0.4483
C -3.1745 0.8782 -0.1078
N -1.9746 1.4454 -0.0460
C -3.2105 -0.5661 0.2115
N -2.1930 -1.3001 0.3185
C -2.6526 -2.6451 0.6550
C -4.1928 -2.4979 0.7411
O -4.4404 -1.1139 0.4014
C -1.9938 -3.1704 1.9104
C -0.9048 -2.5220 2.4798
C -0.2817 -3.0585 3.5991
C -0.7412 -4.2409 4.1599
C -1.8309 -4.8910 3.5951
C -2.4499 -4.3581 2.4752
H 1.1968 5.6555 0.2843
H 1.6450 4.9678 -1.2997
H 1.9584 3.6833 1.3607
H 1.3893 2.8462 -2.1003
H 2.6184 1.7991 -3.7542
H 4.9132 0.9936 -3.5848
H 5.5837 5.8811 -0.7720
H 3.6879 4.7478 0.0852
H -2.8215 4.5835 -0.8723
H -5.0819 3.5055 -1.0187
H -5.2759 1.0682 -0.4847
H -2.3746 -3.3114 -0.1674
H -4.5790 -2.6757 1.7448
H -4.7270 -3.1187 0.0238
H -0.5343 -1.6080 2.0327
H 0.5730 -2.5480 4.0244
H -0.2509 -4.6577 5.0306
H -2.1936 -5.8175 4.0229
H -3.2881 -4.8816 2.0263
Te -0.0752 -1.0230 -2.4961
C 0.0348 -2.9450 -1.6794
C 0.6693 -3.2948 -0.5217
C 0.4535 -4.6520 -0.1606
C -0.3392 -5.3095 -1.0543
S -0.8260 -4.2812 -2.3330
H 1.2658 -2.5908 0.0432
H 0.8654 -5.1126 0.7266
H -0.6457 -6.3435 -1.0280
Cl 5.4540 3.6819 -0.8311
C 4.9341 0.9756 -1.4392
Cl 1.5816 -1.4838 -4.2043
Cl 6.6213 0.2670 -1.6472
C 2.8958 1.4694 0.3698
N 2.6972 0.5892 1.0861
```

Output
Total charge ... -1

=====

Entry 8:
The following is a quantum chemistry calculation of a molecular structure, C15H26BaBrClFNO3, from OMol25.

```
49
C15H26BaBrClFNO3 wB97M-V/def2-TZVPD
C 2.8685 -0.8809 2.8274
C 1.4880 -1.3389 2.5155
C 0.4408 -0.6561 1.4561
C 1.1616 0.1572 0.2094
C -0.0568 0.4861 -0.8768
N -1.3585 0.9083 -0.2037
C -2.2857 1.6267 -1.1667
C -3.8117 1.6769 -0.5089
O -4.4942 0.3662 -0.5094
C -5.9197 0.5137 -0.1042
C -6.5745 -0.8731 0.5020
C 2.2120 -0.8777 -0.5075
C 1.6273 -2.3828 -0.7881
C 1.9489 -2.9638 -2.3059
F 2.2883 -3.3171 0.1641
O 1.7706 1.3618 0.7945
C 2.4325 2.2043 -0.2125
Br 1.3609 3.9391 -0.2786
C 3.9280 2.5668 0.3639
C 5.1291 1.5830 -0.1626
O 5.7564 0.8140 0.7680
Cl 5.7429 1.4398 -1.9159
H 3.7667 -1.4122 2.2622
H 3.1559 0.0005 3.5432
H 1.0856 -2.2749 3.1373
H -0.3341 -1.4666 1.1140
H -0.1859 0.1635 2.0531
H -0.3228 -0.5107 -1.4768
H 0.2653 1.2659 -1.7012
H -1.9067 0.0656 0.1165
H -2.4050 1.0864 -2.2083
H -1.9541 2.7485 -1.2949
H -4.4504 2.3845 -1.2144
H -3.7975 2.1543 0.5806
H -6.6100 0.9031 -0.9919
H -6.0067 1.3392 0.7538
H -7.5833 -0.6376 1.0805
H -6.8419 -1.6695 -0.3425
H -5.8624 -1.3746 1.3114
H 3.2413 -0.9891 0.0608
H 2.4785 -0.4037 -1.5682
H 0.4557 -2.4878 -0.6469
H 2.5813 -2.2378 -2.9710
H 0.9181 -3.1353 -2.8775
H 2.4229 -4.0493 -2.2044
H 2.4110 1.7875 -1.3055
H 4.1300 3.7216 0.1884
H 3.8771 2.4422 1.5492
Ba 1.8167 -3.7669 2.9923
```

Output
Total charge ... +2

=====

Entry 9:
The following is a quantum chemistry calculation of C14H12N4O3S2 in the gas phase, from OMol25.

```
35
C14H12N4O3S2 wB97M-V/def2-TZVPD
O 3.0799 3.7011 2.7055
C 2.5908 2.6138 2.5296
N 2.8276 1.6045 3.4372
C 2.3252 0.3346 3.5080
N 1.3495 -0.1535 2.8227
C 1.1049 -1.4469 3.1512
C 1.9021 -1.9682 4.1131
S 3.0388 -0.7927 4.6557
H 1.8951 -2.9537 4.5294
H 0.3174 -1.9715 2.6416
H 3.4863 1.8588 4.1651
C 1.7350 2.2664 1.3377
H 1.5388 3.1696 0.7620
H 0.8145 1.7774 1.6459
S 2.6643 1.0882 0.2713
C 1.4723 -0.1416 0.0616
N 1.6885 -1.3850 -0.2343
N 0.4782 -1.9657 -0.3426
C -0.4108 -1.0593 -0.1073
O 0.1543 0.1427 0.1509
C -1.8926 -1.2242 -0.0801
O -2.5681 -0.2307 -0.8054
C -2.4011 -0.1744 -2.1680
C -3.0688 0.8710 -2.8038
C -2.9746 1.0242 -4.1716
C -2.2148 0.1402 -4.9220
C -1.5544 -0.8962 -4.2901
C -1.6409 -1.0630 -2.9163
H -1.1101 -1.8794 -2.4522
H -0.9587 -1.5901 -4.8640
H -2.1386 0.2611 -5.9917
H -3.4951 1.8378 -4.6542
H -3.6538 1.5477 -2.2012
H -2.1307 -2.2355 -0.4330
H -2.2502 -1.1079 0.9494
```

Output
Total charge ... 0

=====

Entry 10:
The following is a quantum chemistry calculation of 4 unconnected molecules or ions with the total composition C15H24BrN2O9, from OMol25.

```
51
C15H24BrN2O9 wB97M-V/def2-TZVPD
C -4.0867 -0.5450 -0.5339
C -2.8686 -0.7494 -1.4301
C -2.3442 0.3842 -2.3748
Br -3.8741 1.8072 -2.5618
N -1.1909 1.0210 -2.0558
C -0.0295 0.4410 -2.6367
C 0.8603 -0.2926 -1.6244
C 1.4890 -1.6103 -2.0082
N 1.0606 0.1828 -0.4628
H -5.0229 -0.6922 -1.0771
H -4.0811 0.4621 -0.1148
H -4.0760 -1.2580 0.2906
H -3.0410 -1.6273 -2.0639
H -2.0084 -0.9698 -0.7909
H -2.3607 -0.0290 -3.4044
H -0.2231 -0.2449 -3.4861
H 0.6435 1.2288 -3.0462
H 1.0350 -2.4011 -1.4064
H 2.5601 -1.6109 -1.7927
H 1.3413 -1.8548 -3.0608
H 0.4327 0.9975 -0.3941
C 2.2799 2.8482 1.5545
C 2.9096 2.6114 0.1962
O 4.2103 3.2189 0.3601
C 4.5016 3.2527 1.6694
O 5.5707 3.5535 2.1169
O 3.4366 2.9049 2.4130
H 1.6226 2.0450 1.8719
H 1.7658 3.8078 1.6207
H 3.0235 1.5488 -0.0100
H 2.3906 3.0880 -0.6293
C 7.7443 1.0374 3.0910
C 7.2771 0.1201 1.9742
O 7.5245 -1.1788 2.5287
C 7.5444 -1.0771 3.8773
O 7.5742 -2.0008 4.6260
O 7.5339 0.2204 4.2511
H 7.1722 1.9573 3.1700
H 8.8099 1.2646 3.0228
H 6.2088 0.2226 1.7791
H 7.8311 0.2231 1.0461
C -8.8025 -1.5850 -0.1375
C -8.5133 -2.4938 -1.3230
O -7.1478 -2.8402 -1.1070
C -6.8539 -2.6841 0.2074
O -5.8364 -3.0101 0.7160
O -7.8877 -2.0745 0.8437
H -9.8157 -1.6619 0.2471
H -8.5624 -0.5423 -0.3514
H -9.1169 -3.4039 -1.2984
H -8.6106 -2.0115 -2.2914
```

Output
Total charge ... -1

=====

Entry 11:
The following is a quantum chemistry calculation of a gas-phase ion, C6H9N2 (charge +1), from OMol25.

```
17
C6H9N2 wB97M-V/def2-TZVPD
C 1.5634 0.7281 -0.6496
C 1.6418 -0.2860 1.3085
C 0.1128 -0.6778 -0.1840
C -0.3182 -2.0190 -0.7455
C -0.3869 1.9518 -0.1510
C 0.0147 0.6106 -0.8189
N 0.4813 -0.7380 1.0967
N 2.2857 0.3780 0.2982
H 2.0781 1.4479 -1.4367
H 2.0252 -0.4221 2.2613
H 0.0537 -2.7861 -0.0636
H 0.2813 -2.1883 -1.6681
H -1.4147 -2.0095 -1.1613
H -0.0454 2.7958 -0.7951
H -0.1238 2.0730 0.8935
H -1.4602 1.8574 -0.2695
H -0.4157 0.5588 -1.7689
```

Output
Total charge ... +1

=====

| no. | maximum force (Eh/bohr) | total energy (eV) | M (u) |
| --- | --- | --- | --- |
| 1 | 0.1351 | -10881.37488 | 113.12 |
| 2 | 0.0824 | -25834.92360 | 199.28 |
| 3 | 0.1542 | -240951.91411 | 1630.74 |
| 4 | 0.0403 | -39738.98906 | 477.68 |
| 5 | 0.0658 | -7092.06127 | 68.03 |
| 6 | 0.0765 | -9888.31223 | 104.13 |
| 7 | 0.0072 | -99651.96413 | 830.97 |
| 8 | 0.1771 | -109555.79301 | 540.06 |
| 9 | 0.0326 | -48485.18888 | 348.41 |
| 10 | 0.0187 | -107394.68732 | 456.27 |
| 11 | 0.1087 | -9338.02690 | 109.15 |